Here is C18H16AuBN3O2Se as an isolated structure from OMol25. Energies are from wB97M-V/def2-TZVPD.

Structure (XYZ):
```
42
C18H16AuBN3O2Se, DFT wB97M-V/def2-TZVPD
Au 1.8028 1.1244 -0.8736
C 4.3342 -1.2001 0.5601
O 3.1228 -0.6066 1.0142
C 2.2129 -1.3793 1.6447
C 2.5714 -2.4802 2.4211
C 1.6170 -3.1549 3.1628
C 0.2969 -2.7239 3.1553
C -0.0646 -1.6490 2.3626
C 0.8686 -0.9970 1.5654
N 0.5042 0.0813 0.6827
N -0.7217 0.3316 0.6784
C -1.1802 1.4961 0.0867
C -0.3790 2.6349 -0.1576
O 0.9049 2.7136 0.0459
C -1.0354 3.8378 -0.5960
C -2.3611 3.8683 -0.8409
C -3.1926 2.7233 -0.6317
C -4.5744 2.7617 -0.9024
C -5.3694 1.6724 -0.6627
C -4.7923 0.5026 -0.1373
C -3.4466 0.4361 0.1158
C -2.6070 1.5459 -0.1327
H 4.9971 -1.4347 1.3957
H 4.1243 -2.0995 -0.0202
H 4.8028 -0.4583 -0.0805
H 3.6042 -2.7963 2.4506
H 1.9123 -4.0067 3.7624
H -0.4483 -3.2236 3.7600
H -1.0886 -1.3045 2.3282
H -0.4002 4.6994 -0.7492
H -2.8231 4.7792 -1.2068
H -4.9979 3.6727 -1.3106
H -6.4300 1.7095 -0.8758
H -5.4154 -0.3621 0.0557
H -3.0055 -0.4731 0.4988
B 2.2641 -2.5358 -3.7218
C 2.3216 -1.3460 -2.6760
N 2.3418 -0.4912 -1.9022
H 2.1410 -2.0346 -4.8186
H 3.2978 -3.1702 -3.6258
H 1.2956 -3.2061 -3.4173
Se 2.9952 2.5425 -2.4073
```

Summary:
Charge ... -1
HOMO (alpha / beta) ... -4.0 / -4.0 eV
E_tot ... -3572.227812 Ha
Kohn-Sham gap (alpha / beta) ... 5.4 / 5.4 eV

Here is C18H16Br2N5O7Os as an isolated structure from OMol25. Energies are from wB97M-V/def2-TZVPD.

Structure (XYZ):
```
49
C18H16Br2N5O7Os, DFT wB97M-V/def2-TZVPD
Os 0.9892 0.2567 -0.0751
Br 0.3333 4.8191 2.0083
C 1.8914 3.9576 1.5305
C 3.1375 4.4892 1.8649
C 4.3220 3.8535 1.5165
Br 5.9294 4.6239 1.9795
C 4.3006 2.6098 0.7824
C 5.4038 1.8977 0.3138
C 5.2070 0.7296 -0.4223
C 3.9326 0.2658 -0.6734
N 2.8466 0.9278 -0.2131
C 3.0368 2.0885 0.4855
C 1.8404 2.7327 0.8308
O 0.7430 2.1193 0.4370
H 3.1752 5.4232 2.4096
H 6.4076 2.2543 0.5076
H 6.0511 0.1704 -0.8010
H 3.7514 -0.6490 -1.2223
O 1.0293 -2.3520 2.7316
C 0.2835 -2.1153 1.8640
O 0.8019 -1.3613 0.7167
C -1.1450 -2.4632 1.7044
C -1.8927 -1.9467 0.6637
C -3.2419 -2.2158 0.5946
C -3.8899 -3.0080 1.5251
C -3.1085 -3.5240 2.5437
C -1.7573 -3.2659 2.6696
N -3.7674 -4.3849 3.5641
O -3.0588 -4.8037 4.4418
O -4.9462 -4.5756 3.4164
N -3.9932 -1.6071 -0.5078
O -5.1642 -1.7818 -0.5921
O -3.3315 -0.8994 -1.2932
H -1.4414 -1.3473 -0.1082
H -4.9487 -3.2303 1.4753
H -1.2030 -3.6804 3.5027
N -2.8814 0.5740 -3.5611
C -1.4291 0.3135 -3.8863
C -0.5678 -0.1158 -2.7005
N -0.1322 0.9512 -1.7454
H -3.4378 0.5687 -4.4225
H -3.0426 1.4891 -3.1309
H -3.2818 -0.1299 -2.9025
H -1.0441 1.1889 -4.4082
H -1.4282 -0.5175 -4.5911
H 0.3386 -0.5645 -3.1050
H -1.0936 -0.8804 -2.1317
H -0.9307 1.4523 -1.3469
H 0.4069 1.6631 -2.2396
```

Summary:
Charge ... +3
HOMO (alpha / beta) ... -17.1 / -17.1 eV
E_tot ... -6733.449210 Ha
Kohn-Sham gap (alpha / beta) ... 5.3 / 5.3 eV

Here is C18H16BrN2OPd as an isolated structure from OMol25. Energies are from wB97M-V/def2-TZVPD.

Structure (XYZ):
```
39
C18H16BrN2OPd, DFT wB97M-V/def2-TZVPD
Pd 0.0253 1.3462 0.9600
C -4.5553 1.8230 1.4213
C -3.2095 1.2585 1.0642
O -2.1782 1.9035 1.2312
N -3.2525 0.0159 0.5443
C -2.1255 -0.7204 -0.0034
C -1.3062 -1.4216 1.0602
C -1.3823 -2.7923 1.2614
C -0.6365 -3.3665 2.2794
C 0.1582 -2.5502 3.0710
C 0.2053 -1.1943 2.7908
N -0.5086 -0.6503 1.8078
H -4.4882 2.9010 1.5366
H -4.8894 1.3921 2.3628
H -5.2901 1.5819 0.6590
H -4.1508 -0.4398 0.5111
H -1.4657 0.0040 -0.5208
H -2.5085 -1.4476 -0.7226
H -2.0075 -3.3948 0.6209
H -0.6850 -4.4294 2.4538
H 0.7365 -2.9621 3.8827
H 0.8197 -0.5217 3.3793
Br 2.4778 1.5871 1.6735
C 3.0697 0.9261 -0.0709
C 4.3634 0.5106 -0.2238
C 4.7994 0.0852 -1.4903
C 3.9608 0.1453 -2.5696
C 2.6344 0.6050 -2.4371
C 1.7683 0.7505 -3.5427
C 0.5052 1.2555 -3.3954
C 0.0058 1.5400 -2.1144
C 0.8001 1.3692 -1.0081
C 2.1487 0.9653 -1.1416
H 5.0463 0.5218 0.6113
H 5.8168 -0.2558 -1.5998
H 4.3101 -0.1387 -3.5517
H 2.1244 0.4634 -4.5189
H -0.1266 1.4221 -4.2529
H -1.0098 1.9121 -2.0186
```

Summary:
Charge ... +1
HOMO (alpha / beta) ... -11.1 / -11.1 eV
E_tot ... -3581.930572 Ha
Kohn-Sham gap (alpha / beta) ... 6.5 / 6.8 eV

Here is one molecule with the formula C18H16ClN3O2 from OMol25. Energies are from wB97M-V/def2-TZVPD.

Structure (XYZ):
```
40
C18H16ClN3O2, DFT wB97M-V/def2-TZVPD
C 1.4499 4.6538 0.6556
O 1.3100 3.4990 -0.1356
C 0.1145 2.8545 -0.1447
C 0.0448 1.7100 -0.9425
C -1.1161 0.9750 -1.0216
C -2.2387 1.3495 -0.2836
N -3.4300 0.6051 -0.3186
C -3.5878 -0.7483 -0.3407
O -4.6823 -1.2508 -0.4904
C -2.3383 -1.5402 -0.1392
C -2.0021 -2.5439 -1.0376
C -0.8005 -3.2180 -0.9058
C 0.0585 -2.9180 0.1409
C 1.4377 -3.5211 0.2300
N 2.4137 -2.4605 0.1695
C 2.5365 -1.5390 -0.8061
C 3.5151 -0.6631 -0.3835
Cl 4.0927 0.7168 -1.2170
C 3.9200 -1.1423 0.8709
N 3.2326 -2.2236 1.1829
C -0.3211 -1.9707 1.0861
C -1.5084 -1.2825 0.9480
C -2.1790 2.5049 0.4843
C -1.0179 3.2549 0.5566
H 0.7719 5.4495 0.3300
H 2.4793 4.9808 0.5182
H 1.2777 4.4387 1.7152
H 0.9220 1.4232 -1.4995
H -1.1583 0.1090 -1.6627
H -4.2950 1.1317 -0.3036
H -2.6707 -2.7655 -1.8558
H -0.5253 -3.9715 -1.6297
H 1.5919 -4.0298 1.1849
H 1.6052 -4.2302 -0.5867
H 1.9467 -1.5605 -1.6985
H 4.6636 -0.7487 1.5324
H 0.3366 -1.7572 1.9157
H -1.7884 -0.5367 1.6766
H -3.0503 2.8214 1.0396
H -1.0107 4.1444 1.1662
```

Summary:
SMILES ... COc1ccc(NC(=O)c2ccc(Cn3cc(Cl)cn3)cc2)cc1
HOMO ... -8.2 eV
E_tot ... -1470.457158 Ha
Kohn-Sham gap ... 8.8 eV

Here is C18H16Co2NO6 as an isolated structure from OMol25. Energies are from wB97M-V/def2-TZVPD.

Structure (XYZ):
```
43
C18H16Co2NO6, DFT wB97M-V/def2-TZVPD
O 1.3824 -3.2326 2.3719
C 0.9835 -2.7271 1.3546
Co -0.7567 -2.0833 0.8570
C 1.7800 -2.4614 0.0312
O 2.7405 -3.1476 -0.2670
C -1.4382 -2.4065 2.4310
O -2.0318 -2.6230 3.4032
C -0.2327 -0.2978 1.1120
C 0.4209 0.4257 2.1782
C 0.1744 0.1080 3.5301
C 0.8551 0.7914 4.5371
C 1.7534 1.8090 4.1995
C 1.9803 2.1537 2.8569
C 1.3105 1.4548 1.8490
C 0.1050 -0.7513 -0.2117
C 1.3038 -1.2953 -0.7996
Co -1.5111 -0.0752 -0.1455
C -2.7036 -1.2818 0.5607
O -3.8073 -1.5854 0.8248
C -2.0408 1.5665 0.1075
O -2.3565 2.6781 0.2419
C -1.7392 -0.2562 -1.8557
O -1.9597 -0.3821 -2.9891
H -0.5570 -0.6660 3.7700
H 0.6566 0.5159 5.5848
H 2.2934 2.3347 4.9894
H 2.6577 2.9559 2.5859
H 1.4485 1.7061 0.8001
H 1.2109 -1.5039 -1.8843
H 2.1224 -0.5417 -0.7923
C -0.4224 -6.2484 0.7455
C -1.0579 -5.0550 0.0572
C -0.1783 -4.5316 -1.0743
N -0.3245 -3.0511 -1.1702
H -1.1287 -6.7041 1.4474
H -0.1061 -7.0030 0.0156
H 0.4558 -5.9153 1.3087
H -2.0381 -5.3381 -0.3560
H -1.2798 -4.2451 0.7886
H 0.8899 -4.7536 -0.9289
H -0.5259 -5.0014 -2.0172
H -1.2645 -2.8717 -1.5375
H 0.2799 -2.7299 -1.9396
```

Summary:
Charge ... -1
HOMO ... -4.0 eV
E_tot ... -3967.160222 Ha
Kohn-Sham gap ... 6.9 eV

Here is C18H16CoN9O2S4 as an isolated structure from OMol25. Energies are from wB97M-V/def2-TZVPD.

Structure (XYZ):
```
50
C18H16CoN9O2S4, DFT wB97M-V/def2-TZVPD
Co 0.9201 -1.0465 0.7083
N 2.9206 2.6640 -1.9695
C 2.9808 1.6961 -1.0089
N 2.0275 1.3788 -0.2295
C 0.8072 2.0495 -0.3352
N -0.1975 1.7420 0.3902
N -0.0635 0.5829 1.0948
C -0.8181 0.4885 2.1935
C -0.5516 -0.6156 3.0196
C -1.2323 -0.9040 4.2285
C -0.8713 -1.9974 4.9617
C 0.1785 -2.8252 4.5095
C 0.7995 -2.5062 3.3228
N 0.4616 -1.4463 2.5777
C 0.6816 3.1598 -1.3028
C -0.4782 3.9135 -1.4580
C -0.5671 4.8879 -2.4338
C 0.5121 5.1153 -3.2871
C 1.6712 4.3800 -3.1495
C 1.7583 3.4133 -2.1510
H 3.6987 2.7984 -2.5900
H 3.9357 1.1823 -0.9178
H -1.4909 1.2922 2.4657
H -2.0277 -0.2424 4.5508
H -1.3904 -2.2272 5.8853
H 0.5076 -3.6873 5.0725
H 1.6054 -3.1108 2.9280
H -1.3111 3.6982 -0.8005
H -1.4796 5.4587 -2.5473
H 0.4428 5.8616 -4.0681
H 2.5097 4.5390 -3.8194
S 3.4870 -0.4494 2.4019
S 4.8092 -1.5412 1.5006
S 3.9932 -3.2914 0.8605
S 2.0514 -3.1250 0.2848
N -2.2006 -1.2932 -4.4837
C -1.1772 -1.0211 -4.0012
N -0.0008 -0.6727 -3.5319
C 0.3644 -0.7883 -2.3000
N 0.7453 -0.8595 -1.2088
N -3.7790 -1.9767 -0.2207
C -3.1331 -3.0675 -0.9498
C -1.6510 -3.1518 -0.6341
O -0.8977 -3.8518 -1.2414
O -1.2527 -2.3724 0.3904
H -4.7591 -2.1555 -0.0612
H -3.7040 -1.1063 -0.7323
H -2.0525 -1.9536 0.7665
H -3.2190 -2.9945 -2.0339
H -3.5635 -4.0212 -0.6462
```

Summary:
Spin multiplicity ... 4
Expectation value of S² ... 3.793
Charge ... -1
HOMO (alpha / beta) ... -3.0 / -4.3 eV
E_tot ... -4314.435914 Ha
Kohn-Sham gap (alpha / beta) ... 5.5 / 5.7 eV

Here is one molecule with the formula C18H16F2N6 from OMol25. Energies are from wB97M-V/def2-TZVPD.

Structure (XYZ):
```
42
C18H16F2N6, DFT wB97M-V/def2-TZVPD
C 3.1148 4.6833 -0.1146
C 2.7639 3.2454 0.0033
C 3.4571 2.1740 0.5166
C 2.5933 1.0679 0.3480
N 2.8982 -0.2170 0.7422
C 2.1238 -1.3252 0.6116
N 0.9624 -1.2379 -0.0120
C 0.1942 -2.3120 -0.1530
N -0.9572 -2.1555 -0.8340
C -1.4023 -0.8699 -1.3196
C -2.1436 -1.0579 -2.6432
C -2.2869 -0.1475 -0.3252
C -2.2517 1.2408 -0.2735
C -3.0684 1.9403 0.5948
C -3.9171 1.2304 1.4224
F -4.7148 1.9059 2.2790
C -3.9714 -0.1500 1.3994
C -3.1543 -0.8330 0.5148
C 0.5733 -3.5810 0.3620
C -0.2764 -4.6851 0.2190
N -1.0099 -5.5618 0.0894
C 1.8036 -3.6837 1.0198
C 2.5720 -2.5556 1.1375
F 3.7772 -2.5994 1.7720
N 1.4598 1.4320 -0.2268
N 1.5818 2.7510 -0.4269
H 2.4633 5.2901 0.5135
H 3.0038 5.0209 -1.1454
H 4.1427 4.8406 0.1980
H 4.4356 2.1717 0.9494
H 3.7865 -0.3355 1.2097
H -1.5766 -2.9464 -0.9160
H -0.4950 -0.2725 -1.4632
H -2.4425 -0.0941 -3.0444
H -1.5028 -1.5558 -3.3667
H -3.0382 -1.6593 -2.4929
H -1.5704 1.7723 -0.9189
H -3.0530 3.0178 0.6414
H -4.6417 -0.6731 2.0624
H -3.1942 -1.9115 0.4929
H 2.1386 -4.6255 1.4254
H 0.8225 3.2616 -0.8483
```

Summary:
SMILES ... Cc1cc(Nc2nc(N[C@@H](C)c3ccc(F)cc3)c(C#N)cc2F)n[nH]1
HOMO ... -7.8 eV
E_tot ... -1223.808748 Ha
Kohn-Sham gap ... 8.3 eV

Here is one molecule with the formula C18H16F3NO4 from OMol25. Energies are from wB97M-V/def2-TZVPD.

Structure (XYZ):
```
42
C18H16F3NO4, DFT wB97M-V/def2-TZVPD
C -4.7711 -2.6094 -0.8047
O -4.2275 -1.2958 -0.6896
C -4.4190 -0.6828 0.4577
O -4.9956 -1.1284 1.4158
C -3.8429 0.7459 0.4783
O -4.2527 1.3737 1.6597
C -2.3268 0.7323 0.3587
C -1.6328 1.8797 -0.0067
C -0.2565 1.8563 -0.0633
C 0.4584 0.6903 0.2151
N 1.8365 0.7752 0.1770
C 2.6007 -0.0048 -0.4818
C 4.0363 0.1140 -0.4361
C 4.8266 -0.7568 -1.1956
C 6.1995 -0.6725 -1.1742
C 6.8158 0.2941 -0.3855
C 6.0629 1.1655 0.3708
C 4.6683 1.0944 0.3604
O 3.9770 1.9600 1.1056
C -0.2303 -0.4611 0.6246
C 0.4790 -1.7247 1.0143
C -1.6140 -0.4088 0.6986
C -4.4955 1.4835 -0.7159
F -4.4590 2.8097 -0.6011
F -3.9196 1.1770 -1.8857
F -5.7942 1.1533 -0.8365
H -5.8471 -2.5861 -0.6254
H -4.3028 -3.2752 -0.0775
H -4.5556 -2.9331 -1.8188
H -4.7507 0.7236 2.1878
H -2.1568 2.7941 -0.2287
H 0.2912 2.7415 -0.3478
H 2.2056 -0.7846 -1.1419
H 4.3365 -1.5032 -1.8048
H 6.7957 -1.3503 -1.7652
H 7.8930 0.3637 -0.3658
H 6.5273 1.9204 0.9854
H 3.0140 1.7792 0.9715
H 0.5141 -2.4181 0.1733
H -0.0502 -2.2154 1.8283
H 1.4999 -1.5241 1.3328
H -2.1377 -1.2920 1.0366
```

Summary:
SMILES ... COC(=O)[C@@](O)(c1ccc(/N=C/c2ccccc2O)c(C)c1)C(F)(F)F
HOMO ... -8.5 eV
E_tot ... -1350.868576 Ha
Kohn-Sham gap ... 8.5 eV

Here is an isolated ion of composition C18H16FN2O8S and charge -1 from OMol25. Energies are from wB97M-V/def2-TZVPD.

Structure (XYZ):
```
46
C18H16FN2O8S, DFT wB97M-V/def2-TZVPD
C 3.6498 3.2390 -0.8895
C 3.3023 1.7942 -1.0928
O 2.0818 1.5506 -0.3484
C 1.5123 0.3973 -0.7404
O 2.0578 -0.4149 -1.4695
C 0.0808 0.2214 -0.1926
F -0.6441 -0.6344 -1.0127
C 0.1595 -0.3674 1.1876
C -1.1780 -0.3925 1.8248
N -1.3871 0.4086 2.9121
O -2.5250 0.4904 3.4686
O -0.4009 1.0527 3.3583
C 0.8000 -1.7488 1.0395
C 2.1947 -1.8859 1.1844
C 2.8125 -3.1038 0.9360
C 2.0312 -4.1917 0.4983
N 2.6623 -5.3122 -0.1042
O 1.9332 -6.2085 -0.5915
O 3.9134 -5.3497 -0.1462
C 0.6304 -4.0872 0.4394
C 0.0211 -2.8632 0.7114
S -0.7354 1.9989 -0.4372
O -0.4759 2.7667 0.7590
O -0.2604 2.4296 -1.7415
C -2.5363 1.8871 -0.6818
C -3.0560 2.4125 -1.8592
C -4.4158 2.2637 -2.1288
C -5.2489 1.6241 -1.2035
C -4.7279 1.1761 0.0125
C -3.3684 1.3378 0.2893
H 4.5849 3.4718 -1.4015
H 2.8726 3.8774 -1.3143
H 3.7630 3.4815 0.1680
H 3.1071 1.5824 -2.1513
H 4.0912 1.1150 -0.7333
H 0.7921 0.2800 1.8103
H -1.9405 -1.1063 1.5148
H 2.8004 -1.0183 1.4740
H 3.8909 -3.2170 0.9918
H 0.0502 -4.9427 0.1189
H -1.0600 -2.7733 0.5952
H -2.3891 2.9131 -2.5592
H -4.8082 2.6469 -3.0698
H -6.3103 1.4855 -1.4267
H -5.3638 0.6924 0.7550
H -2.9634 1.0211 1.2469
```

Summary:
SMILES ... CCOC(=O)[C@@](F)([C@@H](C=[N+]([O-])[O-])c1ccc([N+](=O)[O-])cc1)S(=O)(=O)c1ccccc1
Charge ... -1
HOMO ... -4.2 eV
E_tot ... -1904.843915 Ha
Kohn-Sham gap ... 5.6 eV

Here is C18H16FN4O10SW as an isolated structure from OMol25. Energies are from wB97M-V/def2-TZVPD.

Structure (XYZ):
```
51
C18H16FN4O10SW, DFT wB97M-V/def2-TZVPD
W -1.6358 -0.5079 0.4114
C -3.7731 0.3396 3.9042
C -3.0293 0.7310 2.6803
O -2.1130 -0.1067 2.2496
C -3.2346 1.8950 1.9741
C -2.3871 2.3152 0.9401
C -2.6093 3.6324 0.2863
N -1.3808 1.5307 0.5008
N -0.5703 2.0652 -0.4621
C 0.1608 1.1364 -0.9800
O -0.0031 -0.1102 -0.4747
C 1.1177 1.3088 -2.0615
C 1.0741 2.4674 -2.8379
C 1.9970 2.6386 -3.8537
C 2.9565 1.6619 -4.0913
C 2.9970 0.5081 -3.3202
C 2.0764 0.3258 -2.3039
H -3.4446 -0.6327 4.2588
H -4.8377 0.2991 3.6651
H -3.6399 1.0841 4.6895
H -4.0270 2.5608 2.2804
H -3.3803 4.1945 0.8036
H -2.9161 3.4470 -0.7470
H -1.6865 4.2076 0.2391
H 0.3209 3.2185 -2.6451
H 1.9674 3.5307 -4.4634
H 3.6762 1.8006 -4.8869
H 3.7436 -0.2497 -3.5132
H 2.1036 -0.5736 -1.7028
O -4.4149 -1.3891 -2.0961
S -3.3585 -1.0754 -1.2388
O -2.6908 0.3029 -1.2850
O -2.0836 -1.8926 -1.2117
O -3.6172 -1.0554 0.3038
F 2.8320 -0.6499 3.5662
C 2.9557 -1.2817 2.4019
C 1.9066 -1.8691 1.8264
N 2.0197 -2.5475 0.6213
C 0.9082 -3.1185 -0.1275
C -0.4058 -3.3054 0.5764
O -1.1018 -4.2469 0.6095
O -0.9136 -2.0663 1.1305
C 3.2343 -2.6232 -0.0524
O 3.3310 -3.1475 -1.1381
N 4.2943 -2.0328 0.5983
C 4.2941 -1.3277 1.8033
O 5.2878 -0.8292 2.2568
H 0.9424 -1.8704 2.3077
H 1.1988 -4.0945 -0.5108
H 0.6748 -2.4959 -1.0009
H 5.1833 -2.1023 0.1200
```

Summary:
Charge ... +1
HOMO ... -11.9 eV
E_tot ... -2231.950479 Ha
Kohn-Sham gap ... 5.9 eV

Here is C18H16IIrN4S as an isolated structure from OMol25. Energies are from wB97M-V/def2-TZVPD.

Structure (XYZ):
```
41
C18H16IIrN4S, DFT wB97M-V/def2-TZVPD
Ir 0.6941 0.0302 -0.2521
C -0.5915 -1.5457 3.9800
C -0.1631 -1.2770 2.5726
N 0.0517 -0.1320 2.0427
N -0.1276 1.0226 2.7408
C -0.1729 2.1986 2.0777
N -0.3953 3.2915 2.7903
S 0.0527 2.3125 0.3981
C 0.0157 -2.4106 1.6357
C -0.1353 -3.7273 2.0329
C 0.0125 -4.7425 1.0978
C 0.3186 -4.4110 -0.2095
C 0.4702 -3.0742 -0.5342
N 0.3104 -2.0968 0.3601
H -0.6344 -0.6625 4.6102
H 0.0987 -2.2438 4.4539
H -1.5820 -2.0045 3.9811
H -0.3732 0.9825 3.7203
H -0.5263 3.2803 3.7903
H -0.4317 4.1850 2.3246
H -0.3695 -3.9662 3.0600
H -0.1084 -5.7761 1.3921
H 0.4435 -5.1661 -0.9721
H 0.7282 -2.7704 -1.5406
I 0.4839 0.2899 -2.9512
C 2.5813 0.2469 -3.0628
C 3.1708 0.3547 -4.2996
C 4.5670 0.3491 -4.3922
C 5.3266 0.2397 -3.2540
C 4.7174 0.1310 -1.9886
C 5.5071 0.0181 -0.8163
C 4.9263 -0.0927 0.4323
C 3.5445 -0.0916 0.5479
C 2.6863 0.0134 -0.5687
C 3.3033 0.1328 -1.8689
H 2.5723 0.4436 -5.1966
H 5.0364 0.4327 -5.3625
H 6.4074 0.2364 -3.3169
H 6.5856 0.0215 -0.9169
H 5.5466 -0.1770 1.3143
H 3.1073 -0.1764 1.5366
```

Summary:
Spin multiplicity ... 5
Expectation value of S² ... 6.047
Charge ... +2
HOMO (alpha / beta) ... -13.2 / -14.3 eV
E_tot ... -1714.126121 Ha
Kohn-Sham gap (alpha / beta) ... 6.7 / 5.9 eV

- Which value of E_tot does entry 3 give?
  -3581.930572 Ha

- Look up the E_tot of the first one.
  -3572.227812 Ha

- Which formula does entry 8 have?
  C18H16F3NO4